{
  "formula": "C2H15O5S",
  "method": "the ωB97M-V functional and the def2-TZVPD basis",
  "total_charge": -1,
  "homo_energy_ev": -4.194,
  "de_lowest_kj_mol": 206.7,
  "species": ["S", "O", "O", "O", "O", "O", "C", "C", "H", "H", "H", "H", "H", "H", "H", "H", "H", "H", "H", "H", "H", "H", "H"],
  "positions_angstrom": [[-0.042, 0.401, -0.083], [-2.437, 1.556, -1.552], [-0.382, 3.409, 1.752], [0.197, -3.811, 0.656], [2.272, 1.095, 1.875], [-2.648, -1.496, -0.363], [1.221, -0.329, -1.534], [2.341, -1.260, -0.967], [-1.857, -1.570, -0.964], [0.570, -1.005, -2.194], [3.325, -0.771, -0.731], [-2.436, -0.608, 0.029], [1.662, 0.482, -2.130], [2.379, 2.067, 1.728], [-1.548, 1.440, -1.358], [-0.433, -3.722, 1.322], [-3.046, 0.738, -1.336], [-1.011, 3.015, 1.121], [2.046, -1.466, 0.066], [2.541, -2.061, -1.715], [-0.289, -3.111, 0.071], [1.416, 1.125, 1.388], [-0.038, 2.551, 2.097]],
  "forces_ev_per_angstrom": [[1.833, -0.920, -1.873], [-6.090, -0.788, -0.803], [-0.193, -1.533, 0.189], [-0.506, 2.001, -3.390], [-0.415, 2.292, -0.259], [0.976, 0.817, -0.565], [-1.151, -0.658, 0.801], [0.402, 1.416, 0.320], [-1.043, 0.198, 0.860], [0.735, 1.293, 0.822], [-0.788, 0.129, -0.782], [0.089, -1.154, -0.210], [-0.516, -0.071, 0.208], [0.875, -0.834, 0.572], [2.924, -1.405, 1.184], [-1.398, -0.326, 2.588], [2.710, 2.371, -0.620], [0.182, 0.554, -0.160], [-0.211, -1.245, -0.448], [-0.233, 0.033, 1.082], [1.910, -1.584, 0.860], [-0.140, -1.577, -0.321], [0.048, 0.988, -0.054]],
  "lowdin_charge": [0.37, -0.17, -0.11, -0.08, -0.17, -0.17, -0.52, -0.22, 0.01, 0.04, 0.06, -0.03, 0.03, 0.03, -0.18, -0.02, 0.07, 0.01, 0.03, 0.06, 0.07, -0.15, 0.01]
}



{
  "formula": "C2H15O5S",
  "method": "the ωB97M-V functional and the def2-TZVPD basis",
  "total_charge": -1,
  "homo_energy_ev": -3.760,
  "de_lowest_kj_mol": 127.8,
  "species": ["S", "O", "O", "O", "O", "O", "C", "C", "H", "H", "H", "H", "H", "H", "H", "H", "H", "H", "H", "H", "H", "H", "H"],
  "positions_angstrom": [[1.448, -0.143, 0.164], [2.177, -0.996, -2.641], [-0.056, -3.171, -0.955], [-2.769, 0.350, 0.075], [0.240, -2.495, 2.448], [-2.060, 1.126, 2.572], [0.428, 1.195, -0.635], [0.928, 2.609, -0.315], [-2.119, 0.945, -0.332], [-2.446, -0.525, -0.142], [0.757, -1.717, 2.198], [0.282, 1.039, -1.704], [1.986, 2.660, -0.608], [-1.199, 0.818, 2.257], [-0.235, -2.941, 1.748], [2.575, -1.138, -1.778], [1.769, -0.133, -2.636], [0.738, -2.713, -1.268], [0.189, 3.332, -0.720], [-0.514, 1.006, -0.158], [-2.616, 1.104, 1.776], [-0.371, -2.887, -0.109], [0.869, 2.675, 0.764]],
  "forces_ev_per_angstrom": [[-0.082, 0.471, 0.134], [0.422, -0.981, -1.456], [-0.303, -1.329, -1.352], [-0.317, 0.412, -0.551], [-0.042, -0.521, 1.520], [-0.015, 0.329, 0.074], [0.780, -0.676, 0.596], [-0.780, -0.984, 0.051], [-0.253, -0.235, 0.011], [0.163, -0.271, 0.033], [-0.426, -0.084, -1.093], [0.134, -0.036, -0.197], [-0.476, 0.578, -0.180], [-0.094, -0.059, 0.070], [0.471, 0.615, -0.305], [-0.365, 0.642, 0.442], [-0.012, 0.164, 0.578], [-0.383, 0.586, 0.817], [0.921, 0.083, -0.155], [-0.498, 0.409, 0.066], [0.312, -0.303, 0.326], [0.605, 0.920, 0.262], [0.240, 0.270, 0.310]],
  "lowdin_charge": [0.33, -0.14, -0.08, -0.06, -0.10, -0.09, -0.73, -0.20, 0.03, 0.06, -0.05, 0.04, 0.06, 0.02, -0.01, -0.06, -0.02, 0.00, 0.06, -0.04, -0.01, -0.03, 0.04]
}



{
  "formula": "C2H16N2O4",
  "method": "the ωB97M-V functional and the def2-TZVPD basis",
  "smiles": "NCCN.O.O.O.O",
  "homo_energy_ev": -9.281,
  "de_lowest_kj_mol": 339.5,
  "species": ["O", "O", "O", "O", "N", "N", "C", "C", "H", "H", "H", "H", "H", "H", "H", "H", "H", "H", "H", "H", "H", "H", "H", "H"],
  "positions_angstrom": [[-3.175, -1.414, 0.120], [-2.430, 1.620, 0.930], [-0.572, 0.111, 2.529], [1.507, 2.309, -1.916], [-0.283, -0.470, -1.062], [2.830, -0.189, -0.278], [1.701, -1.005, 0.261], [0.990, -1.300, -1.114], [-1.083, -0.754, 2.370], [-0.079, -0.090, 3.330], [3.547, 0.161, 0.303], [-0.050, 0.546, -0.964], [1.913, 1.458, -1.628], [-2.156, 1.007, 0.356], [3.296, -0.706, -0.940], [1.054, -0.365, 0.920], [2.011, -1.980, 0.887], [1.085, -2.432, -1.201], [-3.382, -0.532, -0.096], [-0.650, -0.520, -0.209], [1.553, -0.758, -1.965], [1.449, 2.777, -1.066], [-2.897, -1.840, -0.664], [-2.223, 1.462, 1.760]],
  "forces_ev_per_angstrom": [[0.044, -1.068, 1.976], [-3.776, 5.388, -3.194], [-1.222, -2.106, -0.268], [0.273, -0.638, 0.906], [1.673, 0.216, -4.123], [-1.522, 1.053, 1.612], [1.482, -0.303, -0.124], [0.212, 1.570, 0.981], [0.969, 1.889, 0.249], [0.101, 0.119, 0.112], [0.507, 0.343, 1.457], [0.649, -0.989, -1.233], [-0.116, 0.600, -0.233], [1.927, -3.633, -2.833], [1.155, -1.452, -1.941], [0.769, -0.729, -0.631], [-0.500, 1.936, -1.421], [-1.575, 1.400, -0.607], [-0.550, 1.580, -0.533], [-2.243, -1.546, 4.452], [-0.623, -1.482, 1.337], [-0.031, -0.010, -0.490], [0.488, -0.495, -1.351], [1.907, -1.643, 5.901]],
  "lowdin_charge": [-0.02, 0.07, -0.08, -0.09, 0.00, -0.03, -0.25, -0.23, 0.10, 0.05, 0.06, 0.08, 0.00, -0.06, 0.03, 0.08, 0.13, 0.11, 0.00, -0.06, 0.11, 0.04, 0.02, -0.06]
}



{
  "formula": "C2H16NO5",
  "method": "the ωB97M-V functional and the def2-TZVPD basis",
  "homo_energy_ev": [-2.538, -7.237],
  "multiplicity": 2,
  "de_lowest_kj_mol": 277.0,
  "species": ["O", "O", "O", "O", "O", "N", "C", "C", "H", "H", "H", "H", "H", "H", "H", "H", "H", "H", "H", "H", "H", "H", "H", "H"],
  "positions_angstrom": [[0.208, -1.371, -0.596], [-2.953, -2.016, -1.771], [1.450, 2.031, -1.377], [1.418, -0.458, 4.655], [1.687, 3.594, -5.062], [-0.919, 0.324, 1.153], [-0.841, -1.995, 2.189], [-0.590, -0.642, 2.226], [2.497, 3.091, -5.222], [-1.256, -2.518, 1.332], [1.088, -1.629, -0.885], [-0.514, 1.196, 1.437], [-0.454, -1.525, -1.279], [1.933, -0.435, 5.455], [-0.022, -0.175, 3.013], [2.351, 2.217, -1.081], [-0.640, -0.063, 0.205], [-3.674, -1.563, -2.227], [1.489, 2.448, -2.249], [2.061, 4.483, -5.112], [-1.945, 0.412, 1.157], [-0.650, -2.692, 2.974], [-2.923, -2.809, -2.324], [1.788, -1.118, 4.062]],
  "forces_ev_per_angstrom": [[-0.204, 0.150, -0.119], [-0.295, -0.220, -0.777], [0.604, 0.357, -0.367], [-0.360, 0.280, -0.242], [0.823, 0.135, 0.000], [-0.683, -2.265, 0.289], [-1.114, -0.731, -1.254], [1.603, 0.717, 0.612], [-0.325, -0.398, -0.010], [0.125, 0.355, -0.189], [-0.292, 0.021, -0.240], [0.376, 0.466, -0.511], [0.338, -0.339, -0.266], [0.383, -0.212, 0.254], [-0.208, 0.161, 0.018], [-0.163, -0.232, 0.409], [0.310, 0.873, 1.116], [0.064, 0.434, 0.398], [-0.496, -0.103, -0.076], [-0.477, 0.225, 0.078], [-0.643, 0.342, -0.454], [0.192, 0.221, 0.845], [0.378, -0.181, 0.384], [0.065, -0.056, 0.103]],
  "lowdin_charge": [-0.06, -0.07, -0.07, -0.07, -0.06, 0.08, -0.13, -0.34, 0.04, -0.01, 0.07, 0.13, 0.04, 0.02, 0.03, 0.03, 0.10, 0.04, 0.02, 0.04, 0.10, -0.01, 0.04, 0.04]
}



{
  "formula": "C2H16NO5",
  "method": "the ωB97M-V functional and the def2-TZVPD basis",
  "total_charge": 1,
  "homo_energy_ev": -14.327,
  "de_lowest_kj_mol": 129.6,
  "species": ["O", "O", "O", "O", "O", "N", "C", "C", "H", "H", "H", "H", "H", "H", "H", "H", "H", "H", "H", "H", "H", "H", "H", "H"],
  "positions_angstrom": [[0.924, 3.216, 0.748], [-2.975, 0.578, 2.409], [-2.232, -0.037, -2.941], [1.391, -0.100, 1.912], [3.419, -0.987, 0.278], [-0.589, -0.612, 0.376], [0.341, -1.612, -1.637], [-0.713, -1.214, -0.961], [1.987, -0.779, 1.532], [0.214, -1.999, -2.645], [4.032, -1.647, -0.082], [4.134, -0.452, 0.659], [-2.962, 0.459, -3.320], [-0.053, 0.263, 0.373], [-1.720, -1.274, -1.335], [-0.039, -1.266, 0.922], [2.017, 0.641, 1.859], [-3.219, 1.503, 2.437], [-1.522, -0.404, 0.752], [1.429, 4.011, 0.549], [1.358, -1.734, -1.310], [0.078, 3.548, 1.058], [-1.598, -0.194, -3.644], [-3.703, 0.091, 2.010]],
  "forces_ev_per_angstrom": [[-0.020, -0.170, -0.016], [0.589, -0.562, -0.387], [-0.204, 0.102, 0.180], [1.255, -0.044, -0.239], [1.464, -0.204, -0.062], [-0.451, -0.214, -0.921], [-0.030, -0.787, -0.645], [0.082, 0.080, -0.340], [-0.280, 0.006, 0.251], [-0.329, -0.016, 0.196], [-0.730, -0.522, -0.300], [-0.558, 0.607, 0.264], [0.008, 0.013, -0.243], [0.053, -0.159, 0.100], [0.086, 0.203, -0.022], [-0.339, 0.299, 0.834], [-0.592, 0.296, 0.327], [-0.267, 0.166, -0.017], [0.373, -0.160, 0.540], [0.077, -0.007, -0.046], [0.221, 0.632, 0.523], [-0.062, 0.058, 0.080], [-0.053, 0.127, -0.246], [-0.290, 0.255, 0.188]],
  "lowdin_charge": [-0.06, -0.04, -0.06, -0.08, -0.06, 0.20, 0.07, -0.15, 0.02, 0.08, 0.07, 0.07, 0.06, 0.15, 0.09, 0.14, 0.06, 0.04, 0.14, 0.04, 0.06, 0.03, 0.05, 0.05]
}